{"formula": "C48H107N5O8", "method": "the ωB97M-V functional and the def2-TZVPD basis", "energy_ev": -75331.753, "homo_energy_ev": -8.092, "total_charge": 0, "lumo_ev": 0.4, "elements": ["H", "H", "O", "H", "H", "H", "H", "H", "H", "H", "H", "H", "H", "H", "H", "H", "H", "C", "N", "C", "H", "H", "H", "H", "O", "N", "H", "C", "C", "H", "C", "C", "C", "H", "H", "C", "H", "C", "N", "H", "H", "C", "O", "C", "C", "H", "C", "H", "H", "C", "C", "H", "H", "C", "H", "C", "H", "O", "H", "C", "C", "H", "C", "H", "H", "C", "H", "H", "H", "C", "H", "H", "H", "C", "H", "H", "H", "H", "H", "H", "H", "O", "H", "H", "C", "H", "H", "H", "C", "H", "H", "H", "H", "H", "H", "H", "H", "C", "H", "N", "C", "H", "H", "H", "H", "H", "N", "H", "O", "C", "H", "H", "C", "H", "C", "C", "C", "H", "C", "C", "H", "C", "H", "C", "H", "H", "C", "H", "H", "H", "H", "H", "H", "O", "H", "H", "C", "H", "H", "H", "H", "C", "C", "H", "C", "H", "H", "H", "H", "H", "C", "H", "H", "H", "H", "H", "H", "O", "C", "H", "C", "C", "C", "C", "C", "H", "H", "H"], "positions_angstrom": [[9.8917, 20.0667, 9.7535], [25.9335, 13.0117, 17.1766], [19.5600, 16.4273, 15.1682], [12.9382, 16.5542, 9.9837], [15.7649, 15.5403, 17.6660], [16.2871, 13.3383, 18.2363], [23.2320, 23.2950, 16.2534], [23.5715, 10.3308, 15.2677], [20.2997, 16.0650, 10.9134], [21.7030, 21.9137, 17.2226], [13.8970, 16.8182, 11.8820], [21.0585, 19.6895, 12.3354], [17.1343, 16.1389, 13.0616], [28.5067, 12.3455, 17.2807], [24.7464, 12.1882, 18.8728], [25.7719, 15.5656, 14.1793], [11.4683, 21.0318, 9.3818], [23.7179, 19.9304, 15.3041], [27.9601, 15.5483, 16.2432], [16.7573, 17.1475, 13.2309], [28.1930, 15.4020, 18.8983], [24.2736, 22.7129, 14.9427], [24.3832, 20.0464, 14.4485], [17.6411, 13.2473, 17.0083], [29.1907, 16.1999, 16.5816], [20.2753, 17.3516, 8.3007], [20.4876, 11.7087, 16.2710], [27.5531, 14.5965, 18.5381], [22.0847, 11.8034, 17.8614], [22.3544, 8.5911, 18.6254], [19.8210, 14.0930, 14.8657], [25.6748, 15.8818, 15.2179], [21.0533, 15.1406, 7.6568], [29.6644, 15.9211, 15.7945], [23.8133, 9.0925, 19.4008], [21.6883, 15.6702, 14.4377], [21.1843, 13.9001, 17.9789], [13.3314, 17.4729, 10.4188], [13.0806, 17.4121, 11.8542], [16.7739, 16.0356, 9.6485], [20.0017, 22.1066, 12.4965], [20.8211, 19.5225, 13.3860], [24.0662, 11.5766, 19.1641], [15.3134, 18.6544, 12.2758], [12.7999, 18.7279, 9.7138], [28.7994, 12.9037, 15.6977], [22.8738, 21.2399, 15.5411], [25.6921, 10.5510, 16.6293], [18.6993, 16.0508, 15.3660], [17.8439, 17.6622, 8.7825], [27.6772, 14.3531, 17.0053], [18.7284, 19.0583, 6.7169], [17.9126, 16.7992, 18.0830], [27.4451, 17.4673, 14.6028], [17.5985, 17.8378, 13.2944], [26.9302, 16.5449, 15.8167], [13.4198, 19.6206, 9.7974], [22.5587, 22.0770, 13.4040], [21.9331, 16.6892, 14.1381], [19.5427, 18.9437, 10.0978], [19.2337, 18.3461, 8.7158], [26.5359, 14.9187, 18.7609], [23.4157, 8.7588, 18.4424], [13.3953, 19.5550, 12.1030], [22.3259, 23.0083, 13.4145], [23.7704, 9.8860, 17.4481], [17.7737, 15.4576, 19.1833], [22.9717, 19.1728, 15.0648], [16.0787, 15.7823, 15.5647], [16.6887, 13.6972, 17.2887], [20.3215, 13.3284, 14.2717], [21.5187, 18.7740, 13.7619], [25.7874, 9.8736, 18.2505], [13.7789, 18.5959, 12.4509], [19.5964, 22.8510, 14.0180], [20.1093, 13.9211, 15.9027], [18.7835, 13.7588, 14.8723], [19.4800, 21.4691, 16.0663], [20.1299, 11.7342, 18.8908], [18.8360, 15.2792, 17.8331], [25.9312, 16.8727, 17.8111], [15.8397, 17.3751, 12.1741], [29.6751, 13.6214, 17.1282], [19.7180, 15.6513, 13.3878], [25.3374, 9.7409, 17.2666], [21.1316, 14.0770, 7.8820], [24.7418, 15.0512, 17.0621], [22.5503, 13.6162, 18.9007], [16.7285, 15.2476, 17.2492], [18.0638, 16.5665, 10.5929], [24.4605, 22.0959, 16.7030], [22.0966, 15.5170, 15.4367], [22.0552, 12.2121, 15.6690], [20.4266, 19.5742, 10.0016], [20.6255, 15.1393, 6.6542], [10.7920, 19.7414, 8.3969], [21.2371, 9.8511, 15.0085], [26.5506, 17.3667, 17.0625], [22.8217, 13.8304, 17.1671], [21.9480, 21.6360, 14.4991], [22.1719, 20.9908, 16.8813], [25.5924, 8.8182, 16.7454], [18.7378, 19.6097, 10.4088], [26.4756, 13.0018, 15.5583], [13.5736, 18.6010, 13.5214], [23.1075, 8.6494, 15.7541], [23.4565, 11.2691, 17.9804], [26.1056, 18.3300, 16.8132], [21.5476, 17.9107, 8.1697], [21.6196, 10.0834, 16.0024], [19.0936, 19.9987, 15.4983], [15.6370, 19.2078, 11.3942], [28.7295, 13.2572, 16.7264], [17.5609, 17.4287, 7.7560], [25.2014, 14.6946, 16.1403], [19.0841, 19.4431, 7.6726], [10.9300, 20.0849, 9.4222], [21.7165, 18.0235, 7.2314], [20.9809, 15.7993, 10.1050], [23.1233, 9.7019, 16.0370], [24.8645, 16.6083, 15.2788], [19.6974, 21.8868, 13.5198], [18.7337, 14.5273, 9.6471], [23.8172, 22.4475, 15.8964], [18.3530, 20.1634, 8.0398], [23.8149, 7.7650, 18.2396], [26.3390, 13.6702, 16.4084], [24.1324, 19.4021, 16.1627], [21.3122, 19.0656, 16.4556], [28.3248, 17.9907, 14.9775], [17.1738, 18.3885, 9.2424], [20.0151, 19.9642, 7.4493], [22.1586, 14.9707, 13.7467], [11.5122, 19.0586, 10.1654], [18.6946, 21.4843, 13.3767], [22.7930, 20.5361, 17.6530], [18.8157, 15.3421, 8.9277], [15.6841, 19.3313, 13.0455], [21.8701, 16.4287, 10.1411], [20.9899, 10.2675, 18.9858], [27.6583, 16.9370, 13.6747], [21.1455, 11.3462, 18.9692], [20.1943, 15.4692, 14.3512], [19.7052, 18.2174, 10.8942], [22.1503, 13.3999, 17.9101], [19.9603, 18.8540, 13.3733], [14.3794, 17.3834, 10.1331], [18.4208, 14.9524, 7.9894], [12.8841, 18.3781, 8.6849], [16.2147, 17.2335, 14.1723], [20.3083, 15.9274, 8.7947], [24.3341, 14.2330, 15.6682], [27.6932, 13.7084, 19.1542], [21.3438, 14.7858, 10.2761], [27.5096, 17.5387, 17.5513], [15.9735, 13.3258, 16.5547], [26.7528, 18.2667, 14.3387], [16.9419, 15.6097, 15.9478], [17.8796, 15.7106, 18.1284], [22.0603, 15.5575, 7.6753], [20.6733, 20.8798, 14.2383], [19.9881, 20.6065, 15.6350], [21.5614, 11.5788, 16.4060], [17.8156, 16.3426, 9.5554], [20.9252, 20.0407, 16.7514], [21.4912, 11.6317, 19.9627], [21.0078, 9.4791, 16.6722], [20.3910, 19.9741, 17.6993]], "forces_ev_per_a": [[0.10, 1.05, 0.42], [0.27, -0.21, 0.30], [0.13, 0.79, 0.69], [-0.67, 0.17, -0.14], [-0.05, 0.69, -0.21], [0.49, -0.09, 0.23], [-0.10, -0.03, -0.02], [0.51, -0.17, 0.12], [0.14, 0.06, 0.11], [0.48, 0.35, 0.27], [-0.16, -1.64, 1.96], [0.20, 0.36, 0.12], [0.09, -0.02, 0.37], [-0.26, 0.09, 0.32], [0.27, 0.20, 0.36], [0.29, -0.11, 0.09], [-0.09, 0.15, 0.53], [-1.44, 0.01, -0.98], [-0.67, 0.21, -2.09], [-0.24, -0.84, -0.07], [0.27, -0.17, -0.18], [0.79, 0.20, 0.46], [0.25, -0.22, 0.21], [0.14, 0.09, 0.37], [-0.74, -0.67, -0.04], [-2.25, -0.54, -0.92], [-0.11, 1.12, 0.76], [-0.73, 0.17, -0.30], [-0.44, 2.15, -1.15], [-0.20, 0.26, -0.28], [0.21, -1.32, -0.12], [-0.51, -1.28, 2.10], [0.20, -0.07, 1.21], [0.69, 0.33, 0.13], [0.11, -0.18, 0.15], [-0.04, 0.24, -0.85], [-0.22, -0.31, -0.66], [-1.14, 0.99, -1.32], [2.43, 1.19, -0.34], [0.06, -0.61, -0.41], [0.40, -0.05, -0.07], [-0.03, 0.32, 0.39], [0.39, -0.04, 1.14], [-1.21, 1.31, -1.15], [0.24, -1.04, 0.12], [0.08, 0.66, -0.18], [1.53, -0.34, 2.42], [0.03, 0.17, -0.04], [-0.48, 0.30, 0.28], [0.77, -0.63, -0.04], [-1.14, -1.77, -0.58], [-0.11, -0.22, 0.07], [0.39, 0.08, -0.05], [0.47, -0.09, 1.89], [0.04, 0.22, -0.41], [-0.54, 0.22, -0.95], [0.49, -0.03, 0.21], [1.21, 0.85, -2.61], [0.12, -0.02, -0.09], [0.23, 0.60, -0.37], [0.17, -1.07, 0.77], [-0.16, 0.13, -0.02], [-0.62, 0.41, 0.58], [-0.35, -0.12, -0.21], [0.27, 0.28, -0.52], [0.88, -0.44, -0.44], [-0.42, -0.19, -0.05], [-0.02, -0.03, -0.67], [0.13, -0.01, -0.41], [-0.78, 0.12, -0.19], [0.24, -0.09, -0.04], [0.60, 0.66, 0.27], [0.29, -0.45, -0.12], [-0.33, 0.39, 0.56], [0.21, -0.18, 0.38], [0.45, 0.40, 0.01], [-0.41, 0.74, -0.46], [0.60, 0.83, -0.29], [0.03, 0.41, -0.32], [-0.03, 0.14, -0.38], [-0.16, -0.28, -0.39], [1.17, -0.01, 0.76], [0.35, -0.19, -0.35], [0.81, -0.41, -0.80], [-1.29, 1.22, -0.06], [0.06, -0.07, 0.45], [0.51, 0.33, 0.27], [0.44, 0.26, 0.08], [0.66, -3.14, 2.50], [0.39, -0.13, 0.19], [0.43, 0.27, -0.37], [-0.32, -0.14, 0.11], [0.28, -0.07, 0.19], [0.20, -0.09, 0.19], [-0.25, 0.74, 0.16], [0.40, 0.07, -0.55], [-0.07, 0.43, -0.17], [0.82, 0.54, -0.23], [-0.30, -0.16, -0.08], [-2.66, -1.77, 3.28], [-2.97, -0.74, -0.22], [-0.06, -0.16, 0.46], [-0.16, 0.03, 0.06], [0.54, 0.44, -0.24], [-0.09, -0.25, 0.10], [0.90, -0.11, -0.01], [-0.90, -0.96, -3.29], [-0.05, 0.01, -0.03], [0.43, 0.24, 0.93], [1.71, 0.57, 0.35], [0.29, -0.74, -0.36], [-0.38, -0.03, -0.60], [0.42, 0.31, 0.82], [-0.34, 0.22, -0.11], [0.52, 0.18, -1.12], [0.39, 0.17, -0.18], [-1.20, -1.17, -0.85], [-0.24, -0.15, -0.22], [1.00, -0.19, 0.94], [-1.65, -0.23, 0.92], [0.08, 0.30, -0.32], [0.49, -0.61, -0.67], [0.93, -0.48, -0.20], [-0.93, -1.03, -1.15], [0.03, 0.13, -0.05], [0.36, 0.22, -0.40], [-0.79, 1.58, 1.13], [0.71, 0.99, 0.28], [-0.36, -0.32, 0.15], [0.29, -0.03, -0.34], [-0.23, 0.02, -0.25], [0.09, 0.09, 0.29], [0.27, 0.06, -0.01], [0.64, -0.43, 0.06], [-0.05, -0.33, 0.39], [0.45, 0.48, -0.20], [-0.35, 0.95, 0.73], [0.40, -0.64, 0.69], [-0.04, 0.19, 0.10], [0.29, -0.13, -0.07], [0.13, -0.37, 0.31], [-0.57, -0.59, 0.18], [-0.96, -0.31, 1.08], [-0.01, -0.10, -0.22], [0.62, -1.14, 1.71], [-0.85, 0.68, 0.18], [0.53, 0.38, 0.20], [0.19, 0.26, -0.23], [-0.67, 0.58, -0.71], [0.11, -0.15, 0.20], [-1.88, -0.21, -2.22], [0.16, -0.42, -0.32], [0.31, -0.14, -0.23], [-0.19, -0.18, 0.04], [-0.06, 0.45, 0.20], [-0.14, 0.12, -0.23], [-0.46, -0.22, 0.32], [-0.24, 1.28, -1.59], [-0.20, 0.74, 0.19], [0.12, -0.20, -0.47], [-0.65, 0.00, 0.44], [0.44, -0.51, 0.49], [-1.07, -2.41, 0.03], [0.57, 1.24, -0.28], [0.66, 0.66, -1.55], [0.31, 0.05, -0.09], [0.13, -0.01, 0.31], [0.05, -0.12, -0.04]]}